i:
{
  "formula": "C4H11NS",
  "method": "the ωB97M-V functional and the def2-TZVPD basis",
  "species": ["C", "C", "C", "C", "S", "N", "H", "H", "H", "H", "H", "H", "H", "H", "H", "H", "H"],
  "xyz": [[1.367, -0.099, 1.209], [0.796, 0.448, -0.118], [-0.371, -0.653, -0.532], [-1.688, -0.096, -0.712], [0.253, -3.197, 1.324], [0.211, 1.741, 0.127], [0.963, -1.112, 1.344], [2.448, -0.163, 1.256], [1.093, 0.514, 2.060], [1.600, 0.509, -0.855], [-0.398, -1.458, 0.205], [0.067, -1.108, -1.410], [-2.294, -0.473, -1.536], [-1.272, 0.966, -0.876], [-2.187, 0.015, 0.246], [-0.938, 1.833, -1.020], [0.349, 2.333, -0.710]],
  "nbo_charge": [-0.56, -0.10, -0.37, -0.53, -0.13, -0.69, 0.18, 0.22, 0.23, 0.19, 0.19, 0.22, 0.23, 0.10, 0.23, 0.26, 0.34],
  "homo_energy_ha": -0.3446,
  "gap_ev": 6.19,
  "mol_weight_g_mol": 105.21
}

---

ii:
{
  "formula": "C4H11NS",
  "method": "the ωB97M-V functional and the def2-TZVPD basis",
  "species": ["C", "C", "N", "C", "C", "S", "H", "H", "H", "H", "H", "H", "H", "H", "H", "H", "H"],
  "xyz": [[-1.922, 0.170, 0.678], [-0.470, -0.259, 0.464], [-0.336, -1.525, -0.275], [0.304, 0.961, -0.229], [1.505, 0.540, -1.037], [3.031, 0.182, -0.027], [-2.259, 0.382, -0.342], [-1.922, 1.139, 1.185], [-2.515, -0.522, 1.265], [0.016, -0.406, 1.433], [0.019, -2.225, 0.360], [-1.185, -1.770, -0.757], [-0.427, 1.471, -0.860], [0.529, 1.592, 0.630], [1.365, -0.397, -1.555], [1.837, 1.302, -1.738], [2.430, -0.635, 0.805]],
  "nbo_charge": [-0.62, -0.03, -0.87, -0.43, -0.49, -0.07, 0.20, 0.21, 0.22, 0.17, 0.37, 0.37, 0.20, 0.22, 0.24, 0.22, 0.10],
  "homo_energy_ha": -0.3227,
  "gap_ev": 9.71,
  "smiles": "C[C@@H](N)CCS",
  "mol_weight_g_mol": 105.21
}

---

Which of them is the most stable? Correct choice: ii.

---

i:
{
  "formula": "C4H11NS",
  "method": "the ωB97M-V functional and the def2-TZVPD basis",
  "species": ["C", "N", "H", "H", "H", "H", "C", "C", "C", "S", "H", "H", "H", "H", "H", "H", "H"],
  "xyz": [[1.733, 1.874, 0.999], [1.245, 1.136, 2.066], [1.386, 2.662, 0.333], [2.778, 1.668, 0.779], [2.041, 0.558, 2.321], [0.756, 1.197, 0.805], [-2.477, -0.178, -0.615], [-1.526, -1.399, -0.503], [-0.140, -1.081, 0.089], [0.721, -0.110, -1.061], [-2.822, 0.118, 0.379], [-3.286, -0.434, -1.286], [-1.880, 0.650, -0.995], [-2.025, -2.125, 0.171], [-1.460, -1.913, -1.465], [0.394, -1.997, 0.355], [-0.358, -0.518, 1.014]],
  "nbo_charge": [-0.26, -0.60, 0.28, 0.22, 0.37, 0.44, -0.62, -0.39, -0.59, -0.29, 0.19, 0.21, 0.22, 0.19, 0.20, 0.21, 0.20],
  "homo_energy_ha": -0.2822,
  "gap_ev": 6.49,
  "mol_weight_g_mol": 105.21
}

---

ii:
{
  "formula": "C4H11NS",
  "method": "the ωB97M-V functional and the def2-TZVPD basis",
  "species": ["C", "C", "S", "C", "N", "C", "H", "H", "H", "H", "H", "H", "H", "H", "H", "H", "H"],
  "xyz": [[-0.369, 1.219, 1.957], [-0.630, -0.272, 1.864], [-1.420, -0.689, 0.210], [0.057, -1.320, -0.677], [0.892, -0.210, -1.135], [0.386, 0.456, -2.316], [-0.392, 1.672, 2.953], [-1.098, 1.776, 1.377], [0.666, 1.422, 1.678], [-1.288, -0.715, 2.609], [0.276, -0.868, 1.919], [-0.202, -1.979, -1.509], [0.590, -1.854, 0.099], [1.846, -0.524, -1.188], [-0.564, 0.912, -2.030], [0.149, -0.218, -3.149], [1.101, 1.191, -2.663]],
  "nbo_charge": [-0.64, -0.49, 0.13, -0.34, -0.64, -0.42, 0.21, 0.22, 0.22, 0.22, 0.21, 0.19, 0.20, 0.36, 0.21, 0.16, 0.20],
  "homo_energy_ha": -0.3134,
  "gap_ev": 9.57,
  "smiles": "CCSCNC",
  "mol_weight_g_mol": 105.21
}

---

Which of them is the most stable? Correct choice: ii.

---

i:
{
  "formula": "C4H11NS",
  "method": "the ωB97M-V functional and the def2-TZVPD basis",
  "species": ["C", "C", "N", "C", "C", "S", "H", "H", "H", "H", "H", "H", "H", "H", "H", "H", "H"],
  "xyz": [[1.153, -1.221, -0.692], [1.053, 0.078, 0.035], [0.806, -0.028, 1.482], [-0.013, 1.008, -0.556], [-1.423, 0.880, -0.003], [-2.152, -0.799, 0.088], [1.952, -1.842, -0.157], [1.500, -1.071, -1.734], [0.169, -1.755, -0.677], [2.003, 0.612, -0.020], [-0.048, -0.563, 1.593], [1.538, -0.618, 1.844], [0.022, 0.828, -1.654], [0.272, 2.034, -0.443], [-1.461, 1.344, 0.961], [-2.027, 1.478, -0.661], [-3.343, -0.365, 0.593]],
  "nbo_charge": [-0.63, -0.06, -0.83, -0.40, -0.51, -0.08, 0.21, 0.21, 0.21, 0.19, 0.35, 0.35, 0.20, 0.22, 0.22, 0.22, 0.14],
  "homo_energy_ha": -0.3342,
  "gap_ev": 9.92,
  "smiles": "C[C@H](N)CCS",
  "mol_weight_g_mol": 105.21
}

---

ii:
{
  "formula": "C4H11NS",
  "method": "the ωB97M-V functional and the def2-TZVPD basis",
  "species": ["C", "C", "N", "H", "H", "H", "H", "H", "C", "S", "C", "H", "H", "H", "H", "H", "H"],
  "xyz": [[1.243, -0.403, 1.891], [2.063, 0.635, 1.846], [3.173, 0.757, 0.993], [1.337, -1.240, 1.213], [0.471, -0.461, 2.647], [2.049, 1.343, 2.675], [3.776, -0.031, 0.863], [3.322, 1.643, 0.556], [-2.439, -1.398, -0.736], [-0.975, -0.342, -0.815], [-1.527, 1.078, -1.806], [-2.539, -1.740, 0.288], [-3.331, -0.858, -1.038], [-2.360, -2.271, -1.390], [-1.154, 1.955, -1.278], [-2.610, 1.141, -1.885], [-1.033, 1.039, -2.772]],
  "nbo_charge": [-0.45, -0.02, -0.88, 0.19, 0.20, 0.17, 0.39, 0.38, -0.74, 0.17, -0.74, 0.22, 0.22, 0.21, 0.22, 0.22, 0.21],
  "homo_energy_ha": -0.2987,
  "gap_ev": 9.22,
  "smiles": "C=CN.CSC",
  "mol_weight_g_mol": 105.21
}

---

iii:
{
  "formula": "C4H11NS",
  "method": "the ωB97M-V functional and the def2-TZVPD basis",
  "species": ["C", "N", "C", "C", "C", "S", "H", "H", "H", "H", "H", "H", "H", "H", "H", "H", "H"],
  "xyz": [[2.559, -0.496, -0.605], [1.868, 0.216, 0.441], [0.580, -0.344, 0.791], [-0.489, 0.221, -0.175], [-0.672, 1.712, -0.166], [-1.988, -0.704, -0.143], [2.567, -1.588, -0.386], [2.021, -0.436, -1.581], [3.571, -0.088, -0.753], [2.362, 0.496, 1.201], [0.427, -0.008, 1.809], [0.566, -1.455, 0.689], [-0.068, -0.077, -1.122], [-1.244, 2.085, 0.681], [-1.032, 2.176, -1.096], [0.297, 2.187, -0.225], [-2.598, -0.096, 0.916]],
  "nbo_charge": [-0.41, -0.64, -0.22, -0.37, -0.63, -0.02, 0.16, 0.18, 0.21, 0.37, 0.19, 0.18, 0.21, 0.21, 0.22, 0.23, 0.11],
  "homo_energy_ha": -0.3157,
  "gap_ev": 9.59,
  "smiles": "CNC[C@H](C)S",
  "mol_weight_g_mol": 105.21
}

---

Which of them is the most stable? Correct choice: i.